Entry 1:
Molecular formula: C40H79F3O20
Method: DFT, ωB97M-V/def2-TZVPD

## Properties
SMILES: CCOC(=O)C(F)(F)F.O=C1CCCO1.O=C1CCCO1.O=C1CCCO1.O=C1CCCO1.COCCOC.COCCOC.COCCOC.COCCOC.COCCOC
Calculated total energy in Ha: -3375.58843

Geometry as ORCA input:
```
! wB97M-V def2-TZVPD RIJCOSX def2/J DEFGRID3
* xyz 0 1
C -0.246 22.765 -11.568
O -1.448 22.000 -11.598
C -1.734 21.038 -10.628
C -1.366 19.599 -11.108
O 0.055 19.406 -11.200
C 0.527 18.141 -11.666
H 0.637 22.131 -11.653
H -0.205 23.319 -10.630
H -0.197 23.516 -12.357
H -2.794 20.999 -10.379
H -1.189 21.272 -9.713
H -1.792 19.312 -12.069
H -1.708 18.838 -10.407
H -0.185 17.362 -11.389
H 1.415 17.848 -11.107
H 0.648 18.068 -12.747
C 2.341 3.231 -21.244
O 0.911 3.431 -21.053
C 0.074 3.289 -22.188
C -1.377 3.648 -21.841
O -2.051 2.679 -21.083
C -1.814 2.784 -19.742
H 2.925 3.390 -20.338
H 2.788 3.889 -21.989
H 2.619 2.238 -21.595
H 0.040 2.218 -22.388
H 0.373 3.901 -23.040
H -1.879 3.546 -22.803
H -1.508 4.666 -21.474
H -2.295 1.948 -19.235
H -2.030 3.747 -19.277
H -0.758 2.628 -19.524
C -6.513 11.950 -23.860
O -6.655 10.559 -23.856
C -6.290 9.952 -25.100
C -6.382 8.443 -24.964
O -7.690 8.045 -24.506
C -7.640 6.719 -24.295
H -6.740 12.307 -22.856
H -7.111 12.425 -24.638
H -5.485 12.214 -24.108
H -5.253 10.236 -25.276
H -6.950 10.280 -25.904
H -5.576 8.149 -24.292
H -6.197 8.083 -25.977
H -7.173 6.096 -25.058
H -8.674 6.376 -24.260
H -7.111 6.460 -23.378
C -1.176 10.202 -15.125
O -2.170 10.897 -15.928
C -3.465 10.319 -15.965
C -4.582 11.328 -16.186
O -4.974 12.139 -15.123
C -3.952 12.793 -14.434
H -0.180 10.514 -15.438
H -1.224 9.121 -15.258
H -1.429 10.357 -14.076
H -3.815 9.775 -15.088
H -3.420 9.508 -16.692
H -5.441 10.785 -16.579
H -4.360 11.995 -17.019
H -3.292 12.141 -13.861
H -4.455 13.521 -13.797
H -3.346 13.457 -15.050
C 9.854 10.412 -11.110
O 8.736 10.253 -11.962
C 8.032 11.476 -12.132
C 6.710 11.201 -12.929
O 6.859 10.839 -14.285
C 7.208 9.483 -14.557
H 10.588 11.124 -11.486
H 10.434 9.489 -11.088
H 9.601 10.596 -10.066
H 8.740 12.116 -12.658
H 7.732 11.934 -11.189
H 6.154 12.138 -12.970
H 6.243 10.397 -12.359
H 8.223 9.369 -14.178
H 7.299 9.259 -15.620
H 6.417 8.910 -14.073
O -5.248 20.718 -16.242
C -5.829 21.534 -15.556
O -6.639 21.203 -14.521
C -7.278 22.350 -13.949
C -6.999 23.508 -14.936
C -5.853 23.043 -15.748
H -6.835 22.625 -12.991
H -8.360 22.273 -13.847
H -6.887 24.470 -14.436
H -7.889 23.497 -15.566
H -4.887 23.429 -15.423
H -5.893 23.341 -16.796
O -12.602 19.213 -15.662
C -12.078 18.220 -16.126
O -12.008 17.055 -15.456
C -11.218 16.082 -16.134
C -11.047 16.578 -17.538
C -11.342 18.116 -17.426
H -11.791 15.155 -16.127
H -10.244 15.981 -15.654
H -11.839 16.031 -18.050
H -10.056 16.320 -17.912
H -11.904 18.507 -18.275
H -10.407 18.669 -17.337
O 1.175 10.829 -8.115
C 0.460 10.068 -7.538
O 0.870 9.373 -6.461
C -0.174 8.563 -5.966
C -1.404 9.252 -6.446
C -0.990 9.915 -7.728
H -0.163 8.437 -4.883
H 0.109 7.594 -6.378
H -1.673 10.117 -5.840
H -2.298 8.636 -6.549
H -1.426 10.904 -7.868
H -1.173 9.225 -8.552
O 4.564 4.785 -11.402
C 5.742 4.649 -11.084
O 6.639 4.222 -11.959
C 7.917 3.947 -11.365
C 7.703 4.301 -9.912
C 6.375 4.966 -9.719
H 8.695 4.576 -11.796
H 8.175 2.888 -11.382
H 8.622 4.842 -9.685
H 7.675 3.336 -9.407
H 6.517 6.046 -9.669
H 5.781 4.682 -8.851
C -10.431 6.817 -17.792
C -10.852 7.800 -16.674
O -10.008 7.414 -15.597
C -10.134 8.103 -14.449
O -10.768 9.125 -14.398
C -9.341 7.563 -13.282
F -8.608 6.498 -13.648
F -8.576 8.583 -12.794
F -10.183 7.152 -12.338
H -9.999 5.883 -17.433
H -9.688 7.243 -18.466
H -11.182 6.625 -18.558
H -11.912 7.763 -16.423
H -10.792 8.853 -16.950
*
```

=====

Entry 2:
Molecular formula: C40H79F7O8P
Method: DFT, ωB97M-V/def2-TZVPD

## Properties
Calculated total energy in Ha: -3213.16706

Geometry as ORCA input:
```
! wB97M-V def2-TZVPD RIJCOSX def2/J DEFGRID3
* xyz -1 1
C 6.966 -3.089 -0.042
C 5.911 -3.924 -1.023
C 5.236 -5.282 -0.347
C 5.563 -3.483 -2.420
C 4.042 -3.327 -3.013
C 3.833 -1.966 -3.936
C 2.432 -1.173 -3.572
C 1.751 -0.392 -4.850
C 2.789 -0.143 -2.304
C 1.453 0.499 -1.594
P 0.810 -0.551 -0.084
C -0.690 -1.290 -1.006
C -1.010 -2.862 -0.701
C -0.830 -3.664 0.713
C -1.156 -5.273 0.874
C -1.690 -6.116 -0.429
C -1.946 -5.375 -1.869
C -1.601 -3.763 -1.981
C -0.066 0.917 0.762
F 1.012 1.885 1.190
F -0.869 1.687 -0.261
C -1.099 0.552 1.967
F -1.805 1.845 2.309
F -2.185 -0.399 1.623
C -0.431 0.034 3.366
F -0.951 0.906 4.485
F 1.041 -0.071 3.382
F -0.964 -1.342 3.687
O 2.282 0.094 0.673
C 3.195 -0.954 1.228
C 2.618 -2.346 0.504
O 1.633 -2.046 -0.581
H 6.411 -2.329 0.676
H 7.546 -3.861 0.659
H 7.771 -2.568 -0.731
H 6.039 -6.115 -0.085
H 4.733 -4.971 0.680
H 4.427 -5.673 -1.121
H 6.465 -3.282 -3.140
H 3.260 -3.382 -2.142
H 3.836 -4.286 -3.694
H 4.713 -1.224 -3.671
H 3.942 -2.196 -5.090
H 1.648 -1.998 -3.228
H 0.620 -0.086 -4.634
H 2.381 0.532 -5.215
H 1.725 -1.150 -5.757
H 3.351 0.773 -2.825
H 3.572 -0.601 -1.556
H 1.774 1.592 -1.236
H 0.600 0.685 -2.395
H 0.653 -1.299 1.171
H -1.695 -0.656 -0.888
H -0.435 -1.219 -2.170
H -0.461 -3.100 1.668
H -0.990 -5.831 1.891
H -1.894 -7.266 -0.341
H -2.350 -5.919 -2.838
H -1.793 -3.252 -3.016
H 3.252 -1.007 2.414
H 4.270 -0.634 0.863
H 2.320 -3.203 1.280
H 3.590 -2.668 -0.108
C 6.799 3.594 -4.552
C 5.286 3.448 -4.560
C 4.605 4.716 -4.068
O 4.912 2.357 -3.723
H 7.169 3.782 -3.538
H 7.276 2.669 -4.896
H 7.120 4.416 -5.199
H 4.943 3.216 -5.574
H 4.897 4.944 -3.037
H 3.516 4.593 -4.068
H 4.860 5.572 -4.701
H 5.211 2.555 -2.820
C -4.510 -1.692 4.799
C -4.228 -1.721 6.293
C -4.849 -0.526 6.998
O -2.819 -1.717 6.508
H -4.084 -0.794 4.338
H -4.047 -2.552 4.304
H -5.586 -1.710 4.600
H -4.623 -2.648 6.724
H -4.435 0.414 6.614
H -4.628 -0.553 8.070
H -5.935 -0.509 6.864
H -2.460 -0.898 6.129
C -6.907 2.092 9.930
C -8.077 2.040 8.960
C -7.672 2.526 7.578
O -9.137 2.855 9.456
H -6.540 3.117 10.048
H -7.216 1.751 10.924
H -6.081 1.462 9.585
H -8.455 1.014 8.894
H -7.333 3.567 7.612
H -8.527 2.495 6.894
H -6.869 1.910 7.162
H -8.810 3.767 9.518
C 0.216 -3.501 -8.891
C 0.093 -3.303 -7.389
C -1.018 -4.161 -6.806
O -0.176 -1.930 -7.115
H -0.709 -3.213 -9.402
H 1.012 -2.868 -9.299
H 0.439 -4.545 -9.135
H 1.044 -3.553 -6.906
H -1.988 -3.896 -7.243
H -1.103 -3.998 -5.726
H -0.832 -5.224 -6.987
H -1.019 -1.699 -7.540
C 0.800 5.091 4.757
C -0.007 5.502 3.535
C -1.234 4.621 3.359
O 0.814 5.406 2.373
H 1.159 4.060 4.661
H 1.686 5.725 4.863
H 0.201 5.169 5.669
H -0.315 6.548 3.632
H -0.947 3.574 3.214
H -1.798 4.921 2.469
H -1.893 4.686 4.230
H 1.093 4.480 2.279
C -1.966 4.979 -2.148
C -2.442 3.999 -3.209
C -3.947 3.793 -3.138
O -1.786 2.747 -3.024
H -2.191 4.607 -1.142
H -0.880 5.107 -2.202
H -2.442 5.957 -2.273
H -2.167 4.369 -4.202
H -4.241 3.379 -2.168
H -4.273 3.076 -3.899
H -4.481 4.736 -3.293
H -2.024 2.410 -2.144
*
```

=====

Entry 3:
Molecular formula: C40H82N3O11
Method: DFT, ωB97M-V/def2-TZVPD

## Properties
Calculated total energy in Ha: -2564.88225

Geometry as ORCA input:
```
! wB97M-V def2-TZVPD RIJCOSX def2/J DEFGRID3
* xyz 1 1
N 0.177 1.482 3.253
C -0.090 2.185 2.103
N 0.300 1.658 0.978
N -0.720 3.426 2.045
C 0.260 4.491 2.478
C 0.917 5.204 1.282
C 2.452 5.219 1.359
C 2.986 5.981 2.587
O 1.992 6.880 3.068
C -1.988 3.439 2.816
C -3.104 4.043 1.963
C -2.733 5.427 1.471
O -2.073 5.626 0.492
O -3.156 6.459 2.243
H -0.311 0.580 3.261
H -0.056 2.017 4.082
H 0.739 0.746 0.962
H 0.234 2.138 0.087
H 1.053 4.046 3.094
H -0.270 5.218 3.091
H 0.596 4.750 0.343
H 0.583 6.241 1.278
H 2.817 5.693 0.445
H 2.830 4.194 1.416
H 3.272 5.274 3.378
H 3.900 6.522 2.316
H 2.335 7.331 3.848
H -1.880 3.967 3.770
H -2.287 2.416 3.069
H -3.348 3.394 1.123
H -4.000 4.102 2.591
H -4.024 6.260 2.619
C 2.041 -2.396 4.339
C 0.831 -3.156 4.880
C -0.306 -2.192 4.578
O 0.076 -1.487 3.385
C 1.460 -1.740 3.096
H 2.893 -3.034 4.113
H 2.362 -1.637 5.056
H 0.694 -4.087 4.325
H 0.903 -3.398 5.938
H -0.437 -1.468 5.389
H -1.258 -2.692 4.402
H 1.519 -2.407 2.230
H 1.949 -0.796 2.844
C -7.475 1.820 4.750
C -6.919 0.610 4.002
C -6.689 1.188 2.612
O -6.368 2.572 2.800
C -6.658 2.955 4.149
H -7.370 1.755 5.831
H -8.532 1.952 4.517
H -5.971 0.296 4.446
H -7.591 -0.246 3.994
H -7.592 1.119 1.999
H -5.872 0.705 2.076
H -5.713 3.090 4.691
H -7.190 3.906 4.140
C 0.006 0.214 -4.051
C -0.542 -0.817 -3.065
C 0.266 -0.517 -1.818
O 0.551 0.893 -1.852
C 0.225 1.421 -3.151
H -0.665 0.427 -4.880
H 0.959 -0.129 -4.460
H -1.604 -0.632 -2.883
H -0.426 -1.848 -3.388
H 1.211 -1.067 -1.816
H -0.273 -0.752 -0.897
H -0.685 2.024 -3.067
H 1.038 2.065 -3.483
C 0.612 -6.100 -3.276
C 1.047 -6.286 -1.824
C 1.204 -4.848 -1.360
O 0.247 -4.079 -2.103
C -0.281 -4.870 -3.174
H 0.094 -6.961 -3.694
H 1.480 -5.886 -3.903
H 0.255 -6.782 -1.258
H 1.963 -6.860 -1.704
H 2.207 -4.470 -1.576
H 1.010 -4.723 -0.294
H -1.312 -5.147 -2.931
H -0.290 -4.273 -4.087
C -3.726 5.618 -3.598
C -2.419 5.839 -2.838
C -1.438 5.038 -3.683
O -1.917 5.093 -5.025
C -3.245 5.621 -5.044
H -4.482 6.378 -3.404
H -4.149 4.643 -3.344
H -2.153 6.898 -2.851
H -2.446 5.511 -1.802
H -1.410 3.988 -3.364
H -0.422 5.434 -3.652
H -3.213 6.638 -5.449
H -3.863 5.007 -5.701
C 6.070 -7.116 0.824
C 5.019 -8.009 1.479
C 3.743 -7.210 1.249
O 3.928 -6.503 0.021
C 5.304 -6.579 -0.377
H 6.981 -7.639 0.547
H 6.346 -6.303 1.496
H 4.962 -8.968 0.959
H 5.206 -8.206 2.534
H 3.579 -6.483 2.053
H 2.854 -7.837 1.165
H 5.382 -7.257 -1.233
H 5.637 -5.589 -0.689
C 9.977 -7.424 4.287
C 10.512 -6.110 3.721
C 10.079 -6.205 2.264
O 8.863 -6.959 2.256
C 8.662 -7.569 3.532
H 9.842 -7.414 5.368
H 10.651 -8.244 4.035
H 10.022 -5.264 4.208
H 11.588 -5.990 3.832
H 10.825 -6.734 1.663
H 9.894 -5.232 1.808
H 7.849 -7.047 4.050
H 8.366 -8.609 3.385
C -5.531 4.117 -8.458
C -6.508 4.635 -7.403
C -7.826 4.606 -8.166
O -7.728 3.525 -9.092
C -6.378 3.067 -9.166
H -4.611 3.705 -8.044
H -5.265 4.919 -9.149
H -6.544 3.946 -6.556
H -6.261 5.627 -7.026
H -7.982 5.536 -8.722
H -8.690 4.442 -7.521
H -6.307 2.096 -8.663
H -6.107 2.933 -10.214
*
```